Entry 1:
Here is a cluster of 11 separate species, C19H60O19 in total at a distorted geometry from OMol25. Energies are from ωB97M-V with the def2-TZVPD basis set.

Calculated values
Structure (SMILES)   OCCO.OCCO.OCCO.OCCO.OCCO.OCCO.OCCO.OCCO.CO.CO.CO
E_tot   -2189.268527 Ha
Energy relative to the best compared isomer or geometry (same formula, charge and spin)   179.70 kJ/mol

Each line ends with the Löwdin charge.
Positions of all 98 atoms, in Å:
O: -1.108 3.005 1.591  -0.071
O: -4.033 -0.860 3.058  -0.090
O: 1.902 3.298 -5.350  -0.045
O: 0.673 2.756 -2.690  -0.122
O: 0.404 -3.896 -4.270  -0.090
O: 3.268 1.076 -4.052  -0.081
O: 0.928 -1.229 4.366  -0.062
O: -1.896 -2.227 2.584  -0.051
O: 0.564 -3.381 2.515  -0.092
O: -5.852 0.921 4.334  -0.071
O: -1.258 -0.405 -1.357  -0.164
O: 3.870 2.620 1.346  -0.043
O: 2.490 -4.613 0.751  -0.148
O: 0.949 -3.535 -1.503  -0.111
O: -0.413 1.177 3.532  -0.105
O: -2.232 0.115 -4.154  -0.140
O: 2.563 0.693 3.122  -0.073
O: 0.950 -0.168 -2.631  -0.108
O: -1.664 5.471 0.624  -0.073
C: -0.004 3.671 1.066  -0.272
C: 2.315 -0.366 -2.251  -0.184
C: 4.313 1.323 1.687  -0.229
C: 3.250 -0.242 -3.477  -0.186
C: -0.191 -0.734 5.022  -0.244
C: 3.231 0.274 1.976  -0.247
C: -0.376 -3.671 -1.988  -0.215
C: -0.227 -3.267 1.314  -0.224
C: -0.521 4.725 0.139  -0.241
C: -1.708 -3.175 1.591  -0.256
C: -3.695 -0.057 -3.989  -0.083
C: -0.525 -3.135 -3.405  -0.175
C: 0.563 2.921 -5.198  -0.248
C: -0.278 0.780 4.907  -0.191
C: -4.473 1.284 4.128  -0.225
C: -1.304 0.704 -0.481  -0.136
C: -0.019 3.339 -3.859  -0.173
C: -3.795 0.566 2.970  -0.194
C: 3.529 -3.710 0.519  -0.146
H: 0.635 1.244 5.309  0.125
H: 2.434 2.544 -5.115  0.034
H: 2.556 0.115 1.129  0.110
H: 1.554 3.153 -2.650  0.093
H: -0.561 -4.749 -1.895  0.132
H: -1.124 1.120 5.495  0.116
H: 0.624 2.968 0.549  0.107
H: -0.098 -4.280 -5.022  0.096
H: 0.064 -2.342 0.892  0.103
H: -1.084 -1.217 4.609  0.118
H: 1.756 -4.450 0.127  0.040
H: 1.552 -3.610 -2.250  0.087
H: -2.093 -4.160 1.825  0.118
H: 3.552 -3.409 -0.592  0.095
H: 0.025 -4.121 0.630  0.114
H: -4.948 -0.920 3.291  0.073
H: -4.023 -0.612 -4.804  0.049
H: -0.072 3.442 -5.884  0.115
H: 0.510 1.874 -5.332  0.111
H: -1.843 -0.055 -3.315  -0.010
H: -0.083 4.452 -3.760  0.129
H: -2.711 0.608 3.030  0.103
H: 3.256 2.907 1.967  0.037
H: -1.775 5.203 1.557  0.081
H: 0.619 -1.976 3.830  0.065
H: 2.691 0.225 -1.519  0.081
H: 2.322 -1.388 -1.903  0.101
H: -0.895 -3.089 -1.251  0.081
H: -1.049 2.970 -3.621  0.128
H: -2.318 1.072 -0.309  0.083
H: -4.270 0.897 2.014  0.133
H: 4.927 1.424 2.531  0.099
H: -2.113 -2.912 0.576  0.128
H: 0.541 4.241 1.807  0.121
H: 3.708 -0.673 2.172  0.108
H: -0.337 -0.553 -1.687  0.031
H: 1.172 -4.169 2.438  0.109
H: -0.219 -2.083 -3.457  0.095
H: 2.229 -0.040 3.665  0.060
H: -0.846 4.228 -0.814  0.108
H: 0.237 5.403 -0.265  0.116
H: -1.567 -3.104 -3.793  0.134
H: 4.874 1.002 0.754  0.137
H: -0.860 0.487 0.507  0.075
H: 3.240 -2.828 1.069  0.057
H: -0.774 1.576 -0.920  0.065
H: -0.833 2.534 2.390  0.046
H: 2.827 -0.885 -4.304  0.139
H: -4.336 2.377 3.960  0.129
H: 4.233 -0.578 -3.143  0.121
H: -3.843 -0.531 -3.043  0.072
H: 0.730 0.830 -2.668  0.108
H: -4.143 0.907 -4.023  0.063
H: 4.180 1.290 -4.292  0.101
H: -6.380 0.934 3.521  0.093
H: 0.323 0.728 3.071  0.080
H: -0.139 -0.944 6.078  0.116
H: -2.806 -1.915 2.506  0.041
H: -3.899 0.932 5.032  0.134
H: 4.477 -4.138 0.811  0.079

---

Entry 2:
Here is a cluster of 16 separate species, C19H66F3N30O17 in total at a distorted geometry from OMol25. Energies are from ωB97M-V with the def2-TZVPD basis set.

Calculated values
Multiplicity   2
E_tot   -3985.133175 Ha
Energy relative to the best compared isomer or geometry (same formula, charge and spin)   76.72 kJ/mol

Each line ends with the Löwdin spin population.
Positions of all 135 atoms, in Å:
F: -0.693 1.542 -1.865  0.000
F: -1.015 -0.083 -3.087  0.000
F: 0.934 0.176 -2.183  0.000
O: -5.526 -3.226 2.486  0.000
O: -1.536 2.746 7.219  0.717
O: -3.971 1.856 3.176  0.007
O: -1.647 -2.252 4.500  0.000
O: 2.047 -4.767 -4.288  0.000
O: 3.243 -0.988 -1.666  0.000
O: -2.291 5.039 -0.047  0.000
O: -1.493 -4.537 -2.272  0.000
O: -0.445 -0.180 0.481  0.000
O: 2.542 4.691 -0.356  0.000
O: 2.336 6.185 4.174  0.000
O: -2.188 -1.127 -0.574  0.000
O: 3.745 -0.504 -6.239  0.000
O: 3.677 -4.241 4.143  0.000
O: -0.348 1.741 -5.343  0.000
O: -5.252 0.777 -4.213  0.000
O: 0.886 -0.191 6.009  0.001
N: -0.839 4.270 -1.496  0.000
N: 3.856 4.082 -2.150  0.000
N: 2.611 2.577 -1.040  0.000
N: 2.138 -5.276 2.994  0.000
N: 4.000 -1.836 0.342  0.000
N: 2.474 -0.761 4.505  0.000
N: 1.543 -0.516 -5.883  0.000
N: -4.531 -1.544 1.508  0.000
N: 0.764 3.215 -4.090  0.000
N: -3.130 1.367 1.054  -0.001
N: -2.843 -2.992 -3.017  0.000
N: 3.247 -3.089 -3.563  0.000
N: 2.007 -2.082 6.081  0.000
N: -2.809 3.291 -1.202  0.000
N: -1.179 -4.419 4.391  0.000
N: -3.254 -0.118 -4.686  0.000
N: -2.549 0.243 2.748  0.008
N: -2.508 -4.550 -4.344  0.000
N: 4.553 0.238 -0.227  0.000
N: 1.067 -3.169 -3.069  0.000
N: 2.348 -3.201 2.736  0.000
N: -3.721 0.310 -2.657  0.000
N: 2.820 5.701 2.023  0.000
N: -0.129 3.924 -5.891  0.000
N: 0.957 5.112 2.865  0.000
N: 2.818 0.165 -4.390  0.000
N: -2.854 3.028 5.601  0.038
N: -3.918 -3.462 0.846  0.000
N: -1.071 -3.198 2.583  0.000
N: -1.262 1.436 5.425  0.133
C: -3.302 1.184 2.376  0.001
C: 0.774 1.175 2.026  0.000
C: -4.118 0.420 -3.884  0.000
C: 2.992 3.846 -1.102  0.000
C: -1.966 4.223 -0.819  0.000
C: 3.886 -0.870 -0.617  0.000
C: 2.799 -0.274 -5.635  0.000
C: -4.729 -2.788 1.656  0.000
C: 0.910 0.103 0.933  0.000
C: 2.056 5.692 3.069  0.000
C: 1.713 -0.997 5.514  0.000
C: -1.882 2.390 6.129  0.083
C: -2.191 -4.093 -3.177  0.000
C: 2.799 -4.242 3.325  0.000
C: 0.155 2.856 -5.179  0.000
C: -0.422 0.317 -1.982  0.000
C: -1.275 -3.226 3.874  0.000
C: -0.856 -0.745 -0.781  0.000
C: 2.105 -3.721 -3.653  0.000
H: 3.166 -2.086 -3.477  0.000
H: 1.712 -5.375 2.083  0.000
H: -5.135 -0.836 1.900  0.000
H: -0.117 4.896 -1.168  0.000
H: 1.749 1.209 2.511  0.000
H: 1.985 -2.864 5.441  0.000
H: -2.302 -0.299 -4.403  0.000
H: 3.327 -1.300 4.528  0.000
H: -3.355 3.736 6.119  0.000
H: 2.295 0.161 4.133  0.000
H: -1.412 -4.714 5.328  0.000
H: 0.571 4.647 -5.978  0.000
H: -3.449 -4.317 -4.626  0.000
H: -3.840 1.870 0.539  0.000
H: -2.012 -0.162 1.995  0.000
H: 1.258 4.086 -3.963  0.000
H: -0.141 -1.566 -0.845  0.000
H: -3.891 -4.462 0.988  0.000
H: 1.561 -3.266 2.106  0.000
H: 1.860 2.418 -0.385  0.000
H: 0.784 4.856 1.903  0.000
H: 4.169 -3.490 -3.658  0.000
H: 0.889 2.465 -3.424  0.000
H: -2.715 -2.636 -2.080  0.000
H: -2.220 -5.517 -4.391  0.000
H: 2.590 5.409 1.084  0.000
H: -2.956 -0.214 -2.258  0.000
H: 4.479 1.022 -0.859  0.000
H: -2.680 -0.358 3.550  0.000
H: 3.659 -2.720 -0.008  0.000
H: 3.592 6.339 2.156  0.000
H: 1.445 -1.123 -6.684  0.000
H: -4.279 0.755 -1.942  0.000
H: -3.751 3.343 -0.840  0.000
H: 2.085 -0.114 -3.753  0.000
H: 1.158 -2.388 -2.435  0.000
H: 0.074 0.793 2.769  0.000
H: -3.485 0.106 -5.643  0.000
H: 2.333 -6.123 3.508  0.000
H: 4.024 5.006 -2.522  0.000
H: 0.839 -0.029 -5.347  0.000
H: 0.410 2.113 1.606  0.000
H: 4.239 3.293 -2.652  0.000
H: 0.196 -3.678 -3.015  0.000
H: -2.740 0.495 0.727  0.000
H: 5.010 0.307 0.671  0.000
H: -3.541 -2.739 -3.701  0.000
H: -3.130 -2.988 0.428  0.000
H: 1.547 -2.341 6.942  0.000
H: -1.173 -2.318 2.098  0.000
H: 2.978 1.844 -1.630  0.000
H: -3.880 -1.282 0.782  0.000
H: 1.489 -0.712 1.368  0.000
H: -1.335 1.320 4.424  0.005
H: -3.239 2.686 4.732  0.005
H: 2.636 -2.266 2.987  0.000
H: 0.288 5.043 3.618  0.000
H: -0.369 1.108 5.762  0.002
H: 1.406 0.540 0.066  0.000
H: -2.468 2.503 -1.733  0.000
H: -1.067 4.003 -6.257  0.000
H: 4.733 -1.662 1.015  0.000
H: -0.613 3.586 -2.204  0.000
H: -1.123 -5.094 3.641  0.000
H: 3.609 0.451 -3.832  0.000
H: -0.784 -4.026 2.080  0.000